A:
CH7N2O2Si | ωB97M-V/def2-TZVPD

- SMILES string: O/[NH+]=C/N(O)[SiH3]
- Net charge: +1
- LUMO energy: -3.9033 eV
- Frontier orbital gap: 10.8 eV
- HOMO: -14.733 eV
- Spin multiplicity: 1

Bonds (Å) are listed after each position.
Positions of all 13 atoms, in Å:
1 Si -1.003 -1.380 -1.371  N4 1.757, H10 1.586, H11 1.488, H13 1.505
2 O -0.093 2.047 1.903  N5 1.369, H9 1.036
3 O 1.507 -0.497 -0.863  N4 1.398, H12 0.983
4 N 0.156 -0.363 -0.529  Si1 1.757, O3 1.398, C6 1.316
5 N 0.672 1.212 1.133  O2 1.369, C6 1.255, H8 1.037
6 C -0.065 0.405 0.515  N4 1.316, N5 1.255, H7 1.100
7 H -1.127 0.487 0.791  C6 1.100
8 H 1.614 1.611 0.966  N5 1.037
9 H 0.388 2.128 2.817  O2 1.036
10 H -1.397 -0.364 -2.523  Si1 1.586
11 H -2.256 -1.551 -0.585  Si1 1.488
12 H 1.891 -1.180 -0.270  O3 0.983
13 H -0.287 -2.554 -1.984  Si1 1.505



B:
CH7N2O2Si | ωB97M-V/def2-TZVPD

- SMILES string: O/[NH+]=C/N(O)[SiH3]
- Net charge: +1
- LUMO energy: -3.7772 eV
- Frontier orbital gap: 10.2 eV
- HOMO: -13.963 eV
- Spin multiplicity: 1

Bonds (Å) are listed after each position.
Positions of all 13 atoms, in Å:
1 Si 0.370 -2.100 0.710  N4 1.955, H8 1.474, H10 1.602, H11 1.463
2 O 0.651 2.909 -1.048  N5 1.385, H7 1.032
3 O -1.652 -0.181 0.391  N4 1.380, H13 1.054
4 N -0.325 -0.387 0.072  Si1 1.955, O3 1.380, C6 1.312
5 N -0.070 1.842 -0.537  O2 1.385, C6 1.297, H9 1.061
6 C 0.385 0.649 -0.306  N4 1.312, N5 1.297, H12 1.169
7 H 1.675 2.904 -0.919  O2 1.032
8 H 1.809 -2.060 0.393  Si1 1.474
9 H -1.015 2.114 -0.140  N5 1.061
10 H -0.490 -3.041 -0.259  Si1 1.602
11 H -0.523 -2.048 1.868  Si1 1.463
12 H 1.514 0.353 -0.384  C6 1.169
13 H -2.330 -0.954 0.159  O3 1.054



Pick A: it beats the second-best structure by 15.1 kcal/mol.